[1]
29
Properties=species:S:1:pos:R:3:forces:R:3 method="wB97M-V/def2-TZVPD" total_charge=+3 energy_ha=-1960.3754 lumo_ev=-13.9 relative_energy_kj_mol=63.0 multiplicity=1
I 2.260 -2.969 -1.062 0.092 0.110 0.608
I 1.111 -2.067 -3.219 0.103 1.119 -0.563
Zr -0.748 0.652 0.543 -0.791 0.341 0.216
P 1.635 1.458 -0.576 2.810 1.852 -1.214
C 3.094 1.009 -1.653 -0.119 -1.028 -0.358
C 1.529 3.095 -1.475 -1.234 0.391 -0.043
H 2.161 2.640 1.505 0.263 -0.193 0.155
H 3.489 2.745 0.350 -0.444 -0.353 -0.098
H 3.274 1.223 1.239 -0.302 0.280 0.056
C 2.735 2.061 0.773 -0.327 -0.120 1.102
H 0.899 3.814 -0.941 -0.040 -0.057 -0.299
H 2.549 3.514 -1.525 -0.527 -0.329 0.230
H 3.618 1.974 -1.721 -0.162 -0.542 0.132
H 2.808 0.712 -2.668 0.037 -0.165 0.321
H 1.182 2.940 -2.509 -0.063 0.126 0.418
H 3.750 0.278 -1.172 -0.275 -0.056 -0.221
C -0.306 -4.637 -2.439 -0.761 -1.650 0.452
O -0.696 -5.661 -2.165 0.266 0.763 -0.236
Cl -1.075 2.650 1.625 0.122 -1.446 -0.670
N -3.033 -2.399 2.525 -0.215 -0.365 0.449
C -3.691 -2.468 1.135 -0.066 0.565 0.494
C -2.627 -1.933 0.284 1.775 0.062 -2.548
O -2.080 -2.422 -0.676 -1.161 1.349 2.036
O -2.220 -0.715 0.869 2.174 1.383 -1.053
H -1.982 -2.450 2.425 -1.450 -1.054 0.569
H -3.527 -3.149 3.034 1.091 -0.223 0.402
H -3.143 -1.560 3.131 -0.641 -0.168 -0.929
H -3.880 -3.487 0.811 -0.269 -0.221 0.556
H -4.579 -1.821 1.118 0.113 -0.373 0.038

=====

[2]
24
Properties=species:S:1:pos:R:3:forces:R:3 method="wB97M-V/def2-TZVPD" energy_ha=-902.4563 lumo_ev=0.7 relative_energy_kj_mol=26.7 multiplicity=1
C 0.888 -0.581 1.583 -1.281 0.501 -1.955
C -0.200 -1.231 0.717 -0.138 -0.361 0.325
C -1.273 -0.320 0.104 -1.197 0.755 1.454
C -2.238 -1.193 -0.697 -0.610 0.588 -0.436
C -0.690 0.780 -0.821 0.780 -0.926 0.958
N 0.166 0.121 -1.779 1.224 0.548 -0.163
C -0.082 1.968 -0.084 3.440 1.209 -0.284
O 1.061 2.436 -0.243 -2.251 -1.366 -0.185
O -0.895 2.564 0.769 -0.643 1.307 0.883
H 0.488 -0.079 2.419 -0.538 0.571 1.110
H 1.407 0.142 0.978 0.452 0.416 -0.094
H 1.578 -1.297 1.885 1.259 -1.304 0.678
H 0.271 -1.736 -0.133 0.048 -0.165 0.163
H -0.704 -2.032 1.301 0.155 0.472 -0.359
H -1.896 0.185 0.940 1.100 -0.645 -1.162
H -2.642 -1.976 -0.053 -0.089 0.011 -0.052
H -3.096 -0.579 -1.096 0.822 -0.674 0.327
H -1.709 -1.667 -1.534 -0.212 0.151 0.153
H -1.485 1.218 -1.363 -1.216 0.449 -0.608
H 0.423 0.793 -2.516 0.139 -0.583 0.548
H 1.034 -0.204 -1.304 -0.773 0.542 -0.734
H -0.461 3.411 1.090 -0.432 -1.501 -0.567
Cl 4.641 0.076 -0.302 -0.693 0.752 -0.363
H 5.416 -0.798 0.140 0.652 -0.745 0.363

=====

[3]
25
Properties=species:S:1:pos:R:3:forces:R:3 method="wB97M-V/def2-TZVPD" energy_ha=-1300.4890 lumo_ev=0.4 relative_energy_kj_mol=67.3 multiplicity=1
C -0.310 1.810 -0.754 -1.142 -5.518 -0.618
C -1.293 0.925 -0.439 0.300 0.792 -0.002
C -2.455 1.278 0.454 0.226 2.396 -1.268
C -1.321 -0.510 -0.992 1.260 1.364 -1.826
C -1.849 -0.341 -2.464 0.924 0.391 -1.698
Cl -2.386 -1.570 -0.172 -1.125 -1.423 1.230
H 0.568 1.396 -1.244 -0.014 0.532 -0.195
H -0.390 2.730 -0.387 0.060 3.805 1.174
H -2.201 0.980 1.422 0.193 -0.908 1.744
H -3.363 0.784 0.147 -0.343 0.082 0.007
H -2.602 2.401 0.566 0.106 -1.297 -0.520
H -0.317 -0.960 -0.827 -0.769 0.512 -0.901
H -2.960 -0.438 -2.511 0.664 0.903 0.468
H -1.423 0.726 -2.793 -1.317 -2.603 0.141
H -1.619 -1.166 -3.252 0.479 1.275 1.597
C 3.057 -1.759 1.924 2.920 3.891 -3.107
S 2.135 -0.687 0.796 -0.727 0.545 -0.260
N 0.652 -0.526 1.023 0.402 -0.033 1.856
O 2.426 -0.952 -0.586 0.258 -0.744 0.395
O 2.944 0.682 1.136 2.251 -3.401 1.763
H 2.638 -2.617 2.159 -2.830 -3.781 1.171
H 3.828 -2.039 1.170 0.280 0.247 1.023
H 3.431 -1.198 2.768 0.112 0.077 -0.024
H 0.413 -0.286 2.006 0.222 -0.327 -0.824
H 2.396 1.339 0.846 -2.390 3.224 -1.325

=====

[4]
32
Properties=species:S:1:pos:R:3:forces:R:3 method="wB97M-V/def2-TZVPD" total_charge=+1 energy_ha=-1496.5021 lumo_ev=-4.6 relative_energy_kj_mol=51.1 multiplicity=1
Zr 1.569 -0.481 -0.085 -2.551 0.952 0.505
C -3.809 0.023 0.202 4.407 -2.864 -0.462
C -2.437 -0.306 0.092 -2.898 2.738 0.010
C -1.465 0.832 -0.228 -2.523 0.918 0.853
O -0.253 0.461 -0.479 3.540 -0.878 -0.106
C -1.879 2.154 -0.169 2.732 -3.089 -0.498
C -3.251 2.451 -0.202 -0.818 2.815 2.036
C -4.236 1.323 0.031 -4.247 1.147 -0.772
O -5.468 1.530 0.057 1.864 0.678 -0.095
O -3.546 3.647 -0.112 -0.674 -1.283 -0.645
O -1.986 -1.476 0.299 -8.118 0.253 -0.691
H -4.473 -0.824 0.253 -0.413 0.230 0.350
H -1.130 2.928 -0.056 -0.176 0.233 -0.485
Cl 4.207 -0.177 -0.213 -1.435 -0.035 0.210
O 1.561 -0.181 -2.296 0.396 -0.494 -1.120
H 1.232 -0.852 -2.916 -0.315 0.286 0.092
H 2.189 0.352 -2.813 0.072 -0.019 0.363
O 2.321 -1.718 1.667 0.769 -0.805 0.641
H 3.143 -2.230 1.726 0.114 0.472 -0.078
H 1.901 -1.808 2.535 -0.234 0.057 -0.285
O 1.159 0.623 1.833 0.509 0.484 0.872
H 0.543 0.563 2.581 -0.249 -0.128 -0.414
H 1.866 1.216 2.135 -0.135 -0.047 -0.096
O 2.256 -2.432 -0.907 0.200 -1.053 -0.775
H 2.379 -2.644 -1.844 0.089 0.133 0.145
H 2.750 -3.115 -0.431 -0.075 0.178 0.051
O -0.022 -1.869 0.423 9.897 -1.976 0.196
H -1.045 -1.660 0.447 -0.303 0.910 0.016
H 0.042 -2.836 0.426 0.396 0.227 0.132
O 1.934 1.809 -0.499 0.257 0.670 -0.344
H 2.661 2.440 -0.379 0.201 -0.443 -0.012
H 1.292 2.256 -1.076 -0.282 -0.265 0.407

=====

[5]
30
Properties=species:S:1:pos:R:3:forces:R:3 method="wB97M-V/def2-TZVPD" total_charge=-2 energy_ha=-2055.3504 lumo_ev="4.6 / 4.6" relative_energy_kj_mol=614.2 multiplicity=5
Rh -0.027 -0.020 -0.021 -1.530 -1.648 0.046
O -1.054 3.178 1.207 0.296 -0.306 -0.026
S -0.805 2.389 -0.005 -2.268 4.934 0.024
O -1.061 3.194 -1.206 0.288 -0.271 0.017
O 0.575 1.853 -0.015 2.614 3.198 -0.071
O -1.605 1.152 -0.014 -2.945 1.981 -0.084
O 0.475 -1.649 -0.094 2.028 -6.778 -2.525
Cl -1.936 -1.409 -0.016 -3.075 -2.000 0.198
C 3.203 -1.002 -3.053 0.014 0.132 -0.150
C 4.221 -0.699 -1.957 -0.125 -0.136 -0.192
C 3.731 -1.089 -0.569 0.555 -0.305 0.539
S 2.380 -0.004 -0.004 1.398 -0.124 -0.487
O 1.763 -0.670 1.204 3.040 1.214 2.144
C 3.391 1.383 0.612 0.006 0.439 0.455
C 3.587 1.398 2.123 0.309 0.002 0.124
C 4.546 0.331 2.637 -0.038 -0.089 0.118
H 3.626 -0.773 -4.036 -0.022 -0.009 0.000
H 2.297 -0.406 -2.934 -0.024 -0.104 0.082
H 2.922 -2.057 -3.045 -0.047 0.046 0.054
H 4.490 0.361 -1.995 0.005 0.007 0.078
H 5.136 -1.265 -2.170 0.047 0.074 0.078
H 4.554 -1.061 0.155 -0.037 -0.028 -0.017
H 3.338 -2.109 -0.576 -0.249 0.148 0.036
H 2.839 2.278 0.325 -0.160 -0.153 -0.062
H 4.349 1.413 0.084 0.028 -0.229 -0.034
H 2.626 1.305 2.631 -0.045 -0.048 -0.202
H 3.991 2.380 2.401 -0.065 0.033 -0.070
H 4.140 -0.672 2.495 -0.043 0.059 -0.060
H 4.722 0.465 3.709 0.034 -0.032 -0.013
H 5.514 0.392 2.128 0.014 -0.008 -0.002

=====

[6]
24
Properties=species:S:1:pos:R:3:forces:R:3 method="wB97M-V/def2-TZVPD" total_charge=+2 energy_ha=-1506.4614 lumo_ev="-10.9 / -10.1" relative_energy_kj_mol=0.0 multiplicity=5
H -0.735 -4.299 2.185 0.121 0.233 0.251
C -0.488 -3.321 2.618 0.494 0.362 -0.643
H 0.099 -3.435 3.537 -0.235 -0.087 -0.244
H -1.414 -2.778 2.841 0.269 -0.068 -0.058
H 0.146 -2.753 1.881 -0.643 -0.481 0.724
C 1.777 3.576 -0.740 0.432 1.349 0.154
O 1.089 2.366 -1.082 -0.289 -0.781 -0.789
C 0.833 1.505 0.033 -0.353 -0.591 1.208
C 0.407 0.161 -0.523 0.010 -1.689 1.987
O -0.608 0.390 -1.536 1.027 1.098 -0.911
C -1.692 -0.541 -1.355 -1.373 -0.727 0.051
C -1.118 -1.488 -0.308 0.065 -0.319 -0.158
O -0.248 -0.642 0.444 0.657 1.573 -0.866
H 2.199 3.991 -1.660 -0.017 -0.089 0.189
H 1.064 4.285 -0.300 0.227 -0.192 -0.013
H 2.581 3.340 -0.033 -0.195 0.044 -0.257
H 0.028 1.928 0.649 0.213 -0.068 -0.057
H 1.754 1.396 0.620 -0.241 0.031 -0.115
H 1.254 -0.409 -0.938 -0.257 0.233 -0.383
H -1.916 -1.031 -2.308 0.068 0.124 0.185
H -2.553 0.034 -0.997 0.166 -0.227 -0.041
H -0.531 -2.290 -0.777 -0.245 0.062 0.123
H -1.882 -1.898 0.358 0.248 0.068 -0.118
Cr -0.046 1.914 -2.609 -0.151 0.143 -0.217